This record from OMol25 describes CH5NO2P2 as an isolated structure. The level of theory is ωB97M-V with the def2-TZVPD basis set.

```
! wB97M-V def2-TZVPD RIJCOSX def2/J DEFGRID3
* xyz 0 1
C -1.1172 0.2866 0.0422
N 1.4221 -0.0540 0.1287
O -0.3619 -1.4953 -2.0583
O 0.0207 -0.9105 2.3367
P -0.1001 -0.2869 -1.3509
P 0.2362 0.1294 1.3073
H -1.5465 1.3041 -0.2092
H -1.9996 -0.3835 0.2173
H 2.2166 -0.7584 -0.0050
H 0.5433 0.6704 -2.0939
H 0.6865 1.4979 1.6853
*
```

Computed properties:
M (g mol⁻¹): 125.0
E_tot (eV): -25280.73641
ΔE to the lowest compared entry with this formula, charge and spin (kcal/mol): 24.12

Results of the Mulliken charge analysis, in e, for atoms 1 through 6: number 1, C, carries -0.53; number 2, N, carries -0.59; number 3, O, carries -0.54; number 4, O, carries -0.64; number 5, P, carries 0.51; number 6, P, carries 0.54